Below is a molecular structure, C39H104AsCrF6N8O10, with properties calculated with ωB97M-V with the def2-TZVPD basis set.

Geometry as XYZ:
```
169
Properties=species:S:1:pos:R:3:lowdin_charge:R:1
Cr -2.3855 -1.0490 -2.7553 1.11
As -1.0969 0.8442 0.4092 0.89
F 0.5612 0.9955 -0.1262 -0.22
F -1.4157 2.4804 -0.0998 -0.21
F -2.7561 0.6443 0.9453 -0.22
F -0.7134 -0.7963 0.9152 -0.24
F -0.6625 1.5266 1.9550 -0.22
F -1.5056 0.1075 -1.2176 -0.30
C 3.6332 -4.3082 -1.7033 -0.02
C 4.4879 -3.6251 -0.6302 -0.49
C 5.9788 -3.7687 -0.8791 -0.12
C 6.5187 -2.7850 -1.9305 -0.17
C 6.1742 -1.3403 -1.5440 -0.13
C 4.6544 -1.1453 -1.4317 -0.49
N 4.1225 -2.1939 -0.5570 -0.08
O 2.7596 -1.9935 -0.2688 -0.10
C 4.4587 0.2361 -0.7834 -0.03
C 4.0397 -1.2090 -2.8450 -0.02
C 4.1357 -4.2296 0.7438 -0.03
H 3.8462 -3.7460 -2.6188 0.07
H 2.5470 -4.2025 -1.6648 0.05
H 3.8614 -5.3545 -1.9073 0.09
H 6.4931 -3.6693 0.0770 0.12
H 6.1798 -4.7909 -1.2074 0.13
H 6.2773 -3.0442 -2.9620 0.10
H 7.5995 -2.9510 -1.9117 0.11
H 6.6505 -0.6920 -2.2822 0.13
H 6.6500 -1.0862 -0.5949 0.13
H 3.4024 0.5286 -0.7685 0.06
H 4.7777 0.2421 0.2587 0.08
H 4.8690 1.1067 -1.2999 0.09
H 4.5175 -1.8980 -3.5367 0.07
H 2.9781 -1.4690 -2.7943 0.05
H 4.0484 -0.2022 -3.2735 0.08
H 4.2767 -5.3072 0.8534 0.09
H 3.1458 -3.9378 1.0993 0.05
H 4.7552 -3.8707 1.5748 0.08
H 2.7462 -1.4453 0.5447 0.05
C -3.8093 0.8088 4.0107 -0.17
O -5.0563 1.2238 4.5205 -0.10
H -3.9240 0.3049 3.0445 0.05
H -3.1294 1.6348 3.8074 0.06
H -3.2796 0.1256 4.6771 0.07
H -5.5765 0.4500 4.7495 0.08
C -3.1105 -2.7598 2.1624 -0.11
O -4.0810 -2.5167 1.1233 -0.15
H -2.3297 -2.0071 2.1824 0.06
H -3.6718 -2.7481 3.0993 0.10
H -2.6689 -3.7516 2.0460 0.08
H -4.6985 -3.2534 1.1908 0.10
C -3.8771 0.8594 -6.3757 -0.01
C -2.9627 0.1350 -5.3916 -0.38
C -1.8547 1.0444 -4.9153 -0.16
O -1.2957 0.4568 -3.7454 -0.27
C 0.0352 1.0104 -3.5567 -0.03
N -3.7028 -0.5837 -4.3120 0.02
H -4.7375 0.2776 -6.7116 0.10
H -3.3493 1.1089 -7.2954 0.11
H -4.2135 1.7787 -5.8898 0.10
H -2.4128 -0.6058 -5.9842 0.15
H -2.2330 2.0554 -4.7391 0.13
H -1.1494 1.1513 -5.7400 0.16
H 0.6890 0.9685 -4.4317 0.11
H 0.6198 0.5848 -2.7487 0.07
H -0.0992 2.0846 -3.4424 0.08
H -4.4428 0.1188 -4.1883 0.10
H -4.2939 -1.1979 -4.8810 0.13
C -1.3350 5.9119 1.1161 -0.07
C -2.2656 5.0584 1.9661 -0.41
C -1.5400 4.5144 3.1951 -0.21
O -1.1288 5.5196 4.1128 -0.19
C -0.1948 5.0878 5.0905 -0.09
N -3.3383 6.0033 2.3767 0.03
H -1.7755 6.0640 0.1261 0.07
H -0.3826 5.3984 0.9705 0.06
H -1.1698 6.9309 1.4649 0.09
H -2.7038 4.3173 1.2960 0.11
H -0.5983 4.0891 2.8260 0.10
H -2.1040 3.6972 3.6551 0.11
H 0.8120 4.8927 4.7175 0.09
H -0.6099 4.3371 5.7635 0.09
H -0.0733 5.9958 5.6858 0.09
H -3.8727 5.6705 3.1745 0.07
H -2.7711 6.7483 2.7750 0.06
C 1.8007 4.5834 -0.9567 -0.03
C 1.2976 4.1979 -2.3581 -0.43
C 1.2644 5.4039 -3.3244 -0.23
O 0.3960 6.4590 -3.0619 -0.13
C -0.9288 6.1935 -3.4366 -0.11
N 2.0497 3.0598 -2.9071 0.04
H 2.8701 4.7849 -0.9396 0.09
H 1.4056 3.7637 -0.3558 0.07
H 1.3346 5.5279 -0.6687 0.07
H 0.2504 3.8807 -2.2732 0.10
H 1.1640 4.9899 -4.3393 0.12
H 2.3217 5.6791 -3.4191 0.13
H -1.1069 5.6174 -4.3530 0.09
H -1.5394 7.0862 -3.5616 0.10
H -1.3956 5.6022 -2.6371 0.07
H 2.4659 2.4817 -2.1860 0.06
H 2.8603 3.3498 -3.4482 0.09
C 3.2430 1.4505 3.6862 -0.04
C 3.5770 0.0277 3.2493 -0.39
C 3.8464 -0.8865 4.4497 -0.20
O 4.8933 -0.2740 5.1821 -0.19
C 5.1056 -0.9057 6.4297 -0.10
N 2.6208 -0.4623 2.2312 0.06
H 2.4103 1.4796 4.3939 0.08
H 3.0008 2.0332 2.7953 0.07
H 4.0936 1.9324 4.1681 0.08
H 4.5051 0.0840 2.6687 0.13
H 4.1765 -1.8765 4.1148 0.13
H 2.9746 -0.9125 5.1071 0.11
H 5.4991 -0.1688 7.1275 0.09
H 5.9042 -1.6426 6.2740 0.09
H 4.2728 -1.4729 6.8503 0.09
H 2.2538 0.3035 1.6789 0.05
H 1.8049 -0.7653 2.7815 0.05
C -2.8370 -5.2895 -1.9013 -0.01
C -2.7072 -3.7690 -1.6717 -0.36
C -1.2629 -3.4648 -1.3001 -0.14
O -0.7960 -2.2306 -1.8604 -0.28
C 0.6291 -2.1093 -1.7538 -0.04
N -3.0165 -3.0636 -2.9463 0.02
H -3.8998 -5.5164 -2.0201 0.09
H -2.5960 -5.8287 -0.9848 0.11
H -2.2106 -5.5933 -2.7362 0.10
H -3.2724 -3.3728 -0.8307 0.11
H -0.6678 -4.2862 -1.7144 0.14
H -1.0504 -3.4589 -0.2256 0.11
H 0.8940 -2.0690 -0.6987 0.07
H 0.9683 -1.1915 -2.2250 0.07
H 1.1609 -2.9194 -2.2559 0.10
H -2.7178 -3.5952 -3.7712 0.14
H -3.9958 -3.3470 -3.0804 0.13
C 0.4840 -5.2640 3.0053 -0.04
C 0.1217 -3.7875 2.9955 -0.43
C 1.1110 -3.0175 3.8649 -0.19
O 0.8468 -1.6546 4.1088 -0.24
C -0.2395 -1.3758 4.9737 -0.07
N 0.0444 -3.3071 1.6099 0.06
H -0.2045 -5.7629 2.3245 0.08
H 0.5798 -5.7501 3.9740 0.09
H 1.4854 -5.3699 2.5723 0.08
H -0.8762 -3.6636 3.4295 0.12
H 2.1214 -3.0754 3.4541 0.12
H 1.1239 -3.4930 4.8548 0.13
H -1.1869 -1.5134 4.4440 0.06
H -0.2467 -0.3353 5.2916 0.10
H -0.2448 -2.0163 5.8585 0.10
H -0.2408 -2.3243 1.5271 0.03
H 1.0064 -3.3173 1.2668 0.07
C -6.1410 -0.4384 -0.5433 -0.02
C -5.0703 -0.1186 -1.5693 -0.37
C -4.8968 1.3869 -1.7169 -0.17
O -3.7289 1.6300 -2.4720 -0.25
C -3.3512 3.0153 -2.4953 -0.05
N -3.8416 -0.8997 -1.1957 0.05
H -6.4240 -1.4907 -0.5032 0.09
H -6.9992 0.1998 -0.7570 0.11
H -5.8069 -0.1855 0.4669 0.10
H -5.4793 -0.4954 -2.5112 0.13
H -4.7488 1.8204 -0.7206 0.14
H -5.7589 1.8559 -2.1987 0.15
H -2.2898 3.0147 -2.7222 0.07
H -3.5147 3.4886 -1.5310 0.10
H -3.9538 3.5035 -3.2660 0.11
H -3.6154 -0.5949 -0.2406 0.08
H -4.3219 -1.7603 -0.9243 0.07
```

LUMO level (alpha / beta) = -8.174 / -6.837 eV
HOMO-LUMO gap (alpha / beta) = 3.29 / 4.63 eV
multiplicity = 4
<S²> = 3.7926
E_tot = -180074.48642 eV
total charge = +2

---

Below is 12 unconnected molecules or ions with the total composition C39H111N15O12, with properties calculated with ωB97M-V with the def2-TZVPD basis set.

Geometry as XYZ:
```
177
Properties=species:S:1:pos:R:3:lowdin_charge:R:1
C -1.2070 2.0927 3.6764 -0.80
O -1.9889 2.0560 2.7577 0.04
N -1.2010 1.2617 4.6931 0.19
N -0.2559 2.9304 3.8170 0.17
H -1.9034 0.5382 4.7494 0.11
H -0.4593 1.3753 5.3692 0.08
H -0.0568 3.5282 3.0276 0.11
H 0.2506 2.9644 4.6902 0.12
C -0.0156 -1.2991 6.7697 -0.79
O -0.6313 -0.7122 7.5997 0.05
N -0.1284 -2.5760 6.4644 0.17
N 0.9527 -0.7928 5.9832 0.14
H -0.9618 -3.0434 6.7917 0.12
H 0.4647 -2.9159 5.7209 0.07
H 1.3341 -1.3024 5.1991 0.03
H 1.1181 0.1837 6.1810 0.09
C 2.9082 4.4046 1.4037 -0.78
O 3.4519 3.5545 0.7216 0.04
N 1.8195 5.0617 1.1290 0.17
N 3.2926 4.7722 2.5992 0.16
H 1.5461 5.8845 1.6469 0.11
H 1.2764 4.9157 0.2900 0.10
H 2.6999 5.4441 3.0654 0.11
H 4.1165 4.3738 3.0266 0.13
C 3.7699 -4.2208 3.5566 -0.05
C 3.4461 -3.2576 4.7551 -0.36
C 4.6249 -2.3904 5.2667 -0.16
O 5.7726 -3.0832 5.8136 -0.18
C 6.7417 -2.1781 6.3211 -0.12
N 2.3585 -2.4897 4.1926 0.00
H 2.9157 -4.8672 3.3554 0.06
H 4.6445 -4.8064 3.8400 0.07
H 4.0673 -3.7348 2.6274 0.06
H 2.9004 -3.8560 5.4846 0.14
H 4.1535 -1.7719 6.0305 0.12
H 5.0447 -1.7709 4.4742 0.09
H 7.4824 -2.9031 6.6586 0.09
H 6.4275 -1.6402 7.2156 0.08
H 7.2491 -1.4898 5.6452 0.08
H 1.6517 -3.1598 3.9253 0.03
H 2.6398 -2.1149 3.2979 0.02
C 6.2837 -1.0975 1.9839 -0.05
C 6.2696 -0.0647 0.9112 -0.41
C 7.2461 -0.4614 -0.2625 -0.12
O 8.5975 -0.6033 0.3143 -0.21
C 9.2642 0.5234 0.8090 -0.13
N 4.9598 0.0483 0.2754 0.04
H 6.0379 -0.6733 2.9574 0.06
H 7.2181 -1.6406 2.1262 0.09
H 5.5835 -1.9126 1.8009 0.07
H 6.5823 0.9089 1.2888 0.13
H 7.3003 0.2222 -1.1097 0.11
H 6.9204 -1.3800 -0.7504 0.13
H 8.7280 1.1050 1.5589 0.07
H 9.3931 1.2309 -0.0101 0.08
H 10.2741 0.2894 1.1456 0.09
H 5.1907 0.5948 -0.5420 0.07
H 4.3893 0.7120 0.7794 0.03
C 2.1868 -1.9679 -3.7575 -0.06
C 3.1127 -0.7878 -3.6039 -0.42
C 2.3573 0.5550 -3.3226 -0.19
O 3.1653 1.7191 -3.3799 -0.18
C 2.5387 2.9583 -3.6082 -0.12
N 4.1688 -0.9555 -2.6024 0.05
H 2.7374 -2.8990 -3.8921 0.08
H 1.5293 -1.8541 -4.6194 0.08
H 1.6328 -1.9666 -2.8188 0.07
H 3.6123 -0.6942 -4.5682 0.13
H 1.7740 0.5158 -2.4027 0.10
H 1.5749 0.6009 -4.0801 0.10
H 3.3845 3.5871 -3.8862 0.09
H 2.0340 3.3584 -2.7288 0.08
H 1.9264 3.1356 -4.4924 0.08
H 4.8973 -0.2698 -2.7408 0.06
H 3.8181 -0.9415 -1.6554 0.04
C 0.2373 -3.9895 0.9242 -0.07
C -0.4286 -3.5847 2.1384 -0.46
C -1.9297 -3.4991 1.9806 -0.22
O -2.6101 -3.3833 3.1962 -0.18
C -2.5442 -2.0622 3.7591 -0.08
N -0.0329 -4.4647 3.2786 0.07
H 1.3110 -4.1150 1.0642 0.09
H 0.0495 -3.3134 0.0901 0.08
H -0.1444 -4.9300 0.5267 0.09
H -0.0321 -2.6113 2.4270 0.11
H -2.2168 -4.4642 1.5632 0.13
H -2.2327 -2.7701 1.2290 0.11
H -3.1415 -1.9982 4.6687 0.09
H -2.9960 -1.3928 3.0271 0.09
H -1.5381 -1.7801 4.0694 0.06
H -0.0833 -5.4404 3.0224 0.08
H -0.6948 -4.4251 4.0404 0.06
C -3.2288 -0.7205 -7.5641 -0.07
C -2.6495 -1.2335 -6.1801 -0.35
C -3.2235 -0.3009 -5.1438 -0.17
O -2.6034 -0.4508 -3.8029 -0.22
C -1.4423 0.3337 -3.5766 -0.10
N -3.1620 -2.6717 -5.8610 0.06
H -2.7796 0.2268 -7.8623 0.07
H -4.2963 -0.5431 -7.6947 0.07
H -2.9830 -1.4026 -8.3780 0.07
H -1.5711 -1.1786 -6.3286 0.12
H -4.2858 -0.5261 -5.2376 0.12
H -3.0564 0.7607 -5.3260 0.12
H -1.1492 0.2285 -2.5320 0.09
H -1.5344 1.3991 -3.7873 0.07
H -0.7062 0.0527 -4.3298 0.07
H -4.1669 -2.6770 -5.9627 0.03
H -3.1129 -2.7410 -4.8546 0.01
C -5.9444 -3.0948 -3.7138 -0.05
C -5.3280 -3.8883 -2.6137 -0.45
C -4.0292 -3.2963 -2.1068 -0.21
O -2.9902 -3.5571 -3.0367 -0.19
C -1.7540 -3.0446 -2.5507 -0.09
N -6.2223 -3.9220 -1.4712 0.04
H -6.0359 -2.0769 -3.3349 0.08
H -6.9560 -3.3633 -4.0185 0.08
H -5.3775 -3.1115 -4.6446 0.05
H -5.1256 -4.8928 -2.9854 0.14
H -3.7950 -3.7839 -1.1605 0.11
H -4.1363 -2.2755 -1.7399 0.12
H -1.1901 -3.8684 -2.1131 0.09
H -1.8388 -2.2262 -1.8357 0.07
H -1.2752 -2.6609 -3.4516 0.08
H -5.7705 -4.5705 -0.8423 0.07
H -7.0978 -4.3908 -1.6557 0.07
C 2.7240 0.9511 2.6330 -0.05
C 1.8462 0.0412 1.8187 -0.42
C 1.3327 0.6817 0.4667 -0.11
O 0.3789 -0.2582 -0.1057 -0.19
C -0.8457 -0.2235 0.4969 -0.14
N 2.5321 -1.2085 1.6376 0.06
H 3.3110 0.4105 3.3756 0.08
H 2.3050 1.9014 2.9639 0.06
H 3.4645 1.3732 1.9536 0.03
H 1.0446 -0.2773 2.4852 0.12
H 2.1917 0.7989 -0.1940 0.11
H 0.9695 1.6874 0.6784 0.11
H -0.9518 -0.7046 1.4692 0.07
H -1.5241 -0.8590 -0.0724 0.07
H -1.2107 0.7943 0.6347 0.07
H 1.9789 -1.5936 0.8855 0.07
H 3.4321 -1.0344 1.2135 0.04
C -8.4803 2.5575 -0.2623 -0.06
C -7.3192 3.5202 0.0161 -0.43
C -5.9672 3.0458 -0.7746 -0.17
O -5.6136 1.7034 -0.4733 -0.18
C -4.6341 1.0957 -1.2841 -0.10
N -7.7325 4.8167 -0.3510 0.02
H -9.4109 3.0814 -0.0440 0.07
H -8.3615 1.6457 0.3230 0.08
H -8.4536 2.2508 -1.3079 0.08
H -7.0649 3.5937 1.0735 0.13
H -5.1963 3.7423 -0.4449 0.10
H -6.0942 3.2143 -1.8440 0.12
H -3.8449 1.7637 -1.6291 0.08
H -5.0317 0.5434 -2.1355 0.08
H -4.1244 0.3558 -0.6669 0.08
H -8.3995 4.8226 -1.1094 0.07
H -6.9627 5.3253 -0.7620 0.07
C -0.9660 4.6547 -4.5168 -0.07
C -2.1287 5.1559 -3.7882 -0.48
C -1.9973 5.2166 -2.2714 -0.19
O -1.6736 3.9076 -1.8547 -0.20
C -1.6475 3.8074 -0.4717 -0.12
N -2.4399 6.4741 -4.2716 0.04
H -0.0016 5.1626 -4.5207 0.09
H -1.3352 4.6558 -5.5423 0.09
H -0.8753 3.6068 -4.2307 0.06
H -3.0260 4.5407 -3.8555 0.15
H -2.8347 5.5620 -1.6652 0.13
H -1.1062 5.8188 -2.0946 0.12
H -2.6554 3.9785 -0.0937 0.09
H -0.9228 4.5216 -0.0808 0.07
H -1.3275 2.8744 -0.0078 0.06
H -2.9007 6.3380 -5.1600 0.07
H -1.6054 6.9968 -4.4960 0.07
```

LUMO level = -0.079 eV
HOMO-LUMO gap = 8.77 eV
E_tot = -89158.58010 eV
SMILES = COC[C@H](C)N.COC[C@H](C)N.COC[C@H](C)N.COC[C@H](C)N.COC[C@H](C)N.COC[C@H](C)N.COC[C@H](C)N.COC[C@H](C)N.COC[C@H](C)N.NC(N)=O.NC(N)=O.NC(N)=O
total charge = 0

---

no.,molecular weight (g/mol)
1,1086.2
2,982.4